<A>
Here is 2 unconnected molecules or ions with the total composition C2H4Cl2N2 from the Open Molecules 2025 dataset. Energies are from ωB97M-V with the def2-TZVPD basis set.

The LUMO energy comes out at 0.0181 Ha. As for the total charge: 0.

Cartesian coordinates (Å):
C: -1.18671 0.56005 0.41806
C: 0.16261 0.02384 0.85012
N: -1.35919 0.48510 -0.76495
N: 1.12161 0.35461 -0.07910
Cl: -2.34341 1.10088 1.60951
Cl: 0.46215 0.39550 2.42914
H: -0.25719 -1.49160 0.84274
H: -2.34088 0.75892 -1.09486
H: 0.69240 0.40170 -0.97716
H: 2.11801 -0.03224 0.10754

<B>
Here is C2H4Cl2N2 in the gas phase from the Open Molecules 2025 dataset. Energies are from ωB97M-V with the def2-TZVPD basis set.

The LUMO energy comes out at 0.0342 Ha. As for the total charge: 0. The SMILES is N/N=C/C(Cl)Cl.

Cartesian coordinates (Å):
N: -2.08667 -0.11834 0.11060
N: -0.89161 -0.03526 -0.46852
C: 0.14105 -0.03480 0.26870
C: 1.49488 -0.01358 -0.38272
Cl: 2.43233 -1.46936 0.02717
Cl: 2.38902 1.43456 0.03474
H: -2.83796 0.21435 -0.54525
H: -2.20243 0.20668 1.04021
H: 0.20291 -0.17175 1.38352
H: 1.35848 -0.01250 -1.46844

The winner here is <B>, beating the second structure by 0.0469 hartree.

<A>
Here is a molecular structure, C4H12NO2 from the Open Molecules 2025 dataset. Energies are from ωB97M-V with the def2-TZVPD basis set.

The LUMO energy comes out at 0.1392 Ha. As for the total charge: -1.

Cartesian coordinates (Å):
C: 0.56622 -0.87497 -0.18442
O: 0.54991 -1.89495 0.73837
C: -0.25451 0.37928 0.35466
C: -0.53537 1.21674 -0.89581
C: -0.38860 2.72134 -0.51288
N: -1.40718 -0.06725 1.11840
H: 1.44264 -0.31025 -0.50158
H: -0.02016 -1.30256 -1.03265
H: 0.35774 0.85069 1.13514
H: 0.11646 1.10212 -1.75189
H: -1.54223 0.94982 -1.20425
H: 0.54558 2.87391 0.04936
H: -1.17365 3.14002 0.09848
H: -0.23066 3.34974 -1.40975
H: -1.43350 -1.09652 1.10081
H: -1.24501 0.07944 2.10421
H: 1.04097 -2.95697 0.45642
H: 1.91652 -4.35003 0.55180
O: 1.69486 -3.80961 -0.21442

<B>
Here is 2 unconnected molecules or ions with the total composition C4H12NO2 from the Open Molecules 2025 dataset. Energies are from ωB97M-V with the def2-TZVPD basis set.

The LUMO energy comes out at 0.1360 Ha. As for the total charge: -1.

Cartesian coordinates (Å):
C: -0.73681 -0.26182 1.00515
N: -1.00393 -0.29479 -0.42119
C: -0.17941 -1.17330 -1.29532
O: 0.75445 -0.56867 -2.02929
C: -0.63698 1.14391 1.56749
C: 0.51500 1.50097 2.51376
H: 0.03177 -1.01749 1.25328
H: -1.44235 -0.81765 1.68757
H: -0.92755 0.62710 -0.82377
H: -0.96537 -1.60556 -2.01440
H: 0.14754 -2.08498 -0.73616
H: -0.84531 1.88169 0.78110
H: -1.50911 1.29895 2.24649
H: 0.69403 2.59034 2.44062
H: 1.50533 1.09708 2.28407
H: 0.29250 1.27157 3.54314
H: 0.81229 -0.99067 -4.28174
H: 1.75384 -1.31534 -3.36228
O: 1.74007 -1.28135 -4.35851

<C>
Here is 2 unconnected molecules or ions with the total composition C4H12NO2 from the Open Molecules 2025 dataset. Energies are from ωB97M-V with the def2-TZVPD basis set.

The LUMO energy comes out at 0.1516 Ha. As for the total charge: -1.

Cartesian coordinates (Å):
C: 0.55957 -0.74130 -1.09046
N: 1.31730 0.38060 -0.55202
C: 1.95363 0.02865 0.72657
O: 1.08749 -0.25228 1.73104
C: -0.83610 -0.36584 -1.54027
C: -1.83115 -0.23464 -0.37144
H: 0.54884 -1.60501 -0.41218
H: 1.09074 -1.12864 -1.97642
H: 0.65292 1.11404 -0.31095
H: 2.66490 0.85750 0.94530
H: 2.58193 -0.86537 0.52701
H: -0.86804 0.52026 -2.19251
H: -1.20369 -1.14059 -2.22537
H: -1.33455 -0.24160 0.59170
H: -2.59975 -1.01905 -0.35698
H: -2.40414 0.67651 -0.45067
H: -1.16820 1.26870 2.65013
H: 0.22225 0.99538 2.04172
O: -0.43392 1.75269 2.26580

<D>
Here is 2 unconnected molecules or ions with the total composition C4H12NO2 from the Open Molecules 2025 dataset. Energies are from ωB97M-V with the def2-TZVPD basis set.

The LUMO energy comes out at 0.1424 Ha. As for the total charge: -1.

Cartesian coordinates (Å):
C: -1.26995 0.06640 -1.48869
O: -0.90632 -0.43174 -2.66506
C: -0.11128 0.06343 -0.43972
C: -0.58881 0.34528 0.97018
C: -0.99089 1.80898 1.26624
N: 0.60021 -1.20845 -0.50890
H: -1.64223 1.12039 -1.49688
H: -2.12349 -0.48852 -0.96934
H: 0.57163 0.87503 -0.74445
H: -1.47583 -0.26948 1.15528
H: 0.12718 0.00353 1.71406
H: -2.06257 1.94751 1.23984
H: -0.54729 2.47178 0.52220
H: -0.53125 2.12576 2.20398
H: 0.11423 -1.90543 0.05247
H: 0.49360 -1.50324 -1.48361
H: 3.42570 -1.12440 -0.30877
H: 3.15351 -1.97227 0.86382
O: 3.76384 -1.92456 0.11736

The winner here is <C>, beating the second structure by 0.0160 hartree.

<A>
Here is 2 unconnected molecules or ions with the total composition C4H12NO2 from the Open Molecules 2025 dataset. Energies are from ωB97M-V with the def2-TZVPD basis set.

The LUMO energy comes out at 0.1416 Ha. As for the total charge: -1.

Cartesian coordinates (Å):
C: -0.49680 -2.49028 -0.06505
C: 0.13801 -1.31898 -0.90547
N: 0.05473 -0.03299 -0.32647
C: 1.02951 0.29951 0.70195
C: 0.77835 1.83470 1.14789
O: -0.51898 2.34300 0.88825
H: -0.33562 -3.51277 -0.50519
H: -1.56179 -2.24897 -0.19188
H: -0.34772 -2.70471 0.97955
H: 1.17171 -1.57140 -1.21722
H: -0.33546 -1.40674 -1.90731
H: -0.81099 0.34783 0.12842
H: 2.05393 0.16953 0.37187
H: 0.75722 -0.13650 1.67644
H: 1.12839 1.71039 2.18803
H: 1.49969 2.38244 0.52505
H: -1.66799 2.13496 -0.47383
H: -0.78578 2.07768 -1.54724
O: -1.75041 2.12330 -1.46778

<B>
Here is 3 unconnected molecules or ions with the total composition C4H12NO2 from the Open Molecules 2025 dataset. Energies are from ωB97M-V with the def2-TZVPD basis set.

The LUMO energy comes out at 0.1040 Ha. As for the total charge: -1.

Cartesian coordinates (Å):
C: 1.26245 1.04209 0.20009
O: 1.83811 0.62197 -1.06684
C: 0.16118 0.14046 0.68057
C: -0.65297 -0.52153 -0.41157
C: -2.13027 -0.81934 -0.00417
N: -2.80235 0.43986 0.45647
H: 0.67660 2.00205 0.16164
H: 2.06653 1.13380 0.94063
H: -0.63759 0.76140 1.17326
H: 0.47928 -0.64095 1.30842
H: -0.36902 -1.55670 -0.42223
H: -0.58780 -0.04698 -1.38316
H: -2.43285 -1.30055 -0.91297
H: -2.26677 -1.60055 0.73595
H: -1.37353 1.35367 -0.17479
H: -3.63316 0.52202 -0.18081
H: 4.18190 -0.45733 0.22995
H: 2.61712 -0.12000 -0.88635
O: 3.60312 -0.95339 -0.44409

The winner here is <A>, beating the second structure by 0.1360 hartree.

<A>
Here is 3 unconnected molecules or ions with the total composition C5H12O3 from the Open Molecules 2025 dataset. Energies are from ωB97M-V with the def2-TZVPD basis set.

The LUMO energy comes out at 0.0161 Ha. As for the total charge: 0. The SMILES is C=C/C=C/CO.O.O.

Cartesian coordinates (Å):
C: 3.02442 -0.82871 -0.74801
C: 2.06172 -0.20690 -0.09080
C: 0.98994 0.60480 -0.69526
C: -0.06326 0.93338 0.05451
C: -1.25556 1.69329 -0.46521
O: -2.45330 0.97177 -0.12861
H: 3.12303 -0.81906 -1.82346
H: 3.84092 -1.37621 -0.28122
H: 2.00882 -0.23710 1.00048
H: 1.11810 1.07548 -1.65852
H: -0.13168 0.92743 1.15005
H: -1.24555 1.68340 -1.55427
H: -1.31879 2.69530 -0.02587
H: -2.48159 0.80211 0.81770
O: -1.35118 -1.98920 -2.37855
H: -0.68783 -2.66368 -2.18145
H: -1.74416 -1.82079 -1.51427
O: -1.51832 -0.48971 3.61906
H: -0.96746 -1.23673 3.34640
H: -0.94827 0.28115 3.55729

<B>
Here is 3 unconnected molecules or ions with the total composition C5H12O3 from the Open Molecules 2025 dataset. Energies are from ωB97M-V with the def2-TZVPD basis set.

The LUMO energy comes out at 0.0169 Ha. As for the total charge: 0. The SMILES is C=C/C=C/CO.O.O.

Cartesian coordinates (Å):
C: 1.86195 -1.51988 0.93677
C: 0.92565 -0.91855 0.22148
C: 0.49235 0.47033 0.28085
C: -0.76873 0.84390 0.03345
C: -1.18287 2.26817 -0.06694
O: -0.23763 3.04087 -0.80841
H: 2.32328 -0.90426 1.71700
H: 2.43259 -2.43325 0.87860
H: 0.53884 -1.53945 -0.57533
H: 1.18955 1.28661 0.45303
H: -1.44266 0.06832 -0.33127
H: -1.24727 2.71227 0.93445
H: -2.18433 2.43872 -0.45785
H: -0.63559 3.41880 -1.59432
O: 0.52224 -1.21465 -2.74209
H: -0.33342 -1.66177 -2.73804
H: 0.37779 -0.38848 -2.25623
O: -0.58577 -2.01454 2.33963
H: -1.30002 -2.61920 2.09924
H: -0.74596 -1.33399 1.67598

<C>
Here is 3 unconnected molecules or ions with the total composition C5H12O3 from the Open Molecules 2025 dataset. Energies are from ωB97M-V with the def2-TZVPD basis set.

The LUMO energy comes out at 0.0241 Ha. As for the total charge: 0. The SMILES is C=C/C=C(/C)O.O.O.

Cartesian coordinates (Å):
C: 1.03942 -1.87398 -1.18334
C: 0.08841 -0.93840 -1.08868
C: 0.34405 0.22710 -0.23897
C: -0.55123 0.59422 0.70495
C: -0.40834 1.84579 1.50382
O: -1.80813 0.04700 0.65988
H: 1.04799 -2.81266 -1.72132
H: 1.96190 -1.70625 -0.63293
H: -0.81533 -0.87233 -1.68675
H: 1.31468 0.67511 -0.07074
H: 0.28719 2.50184 0.98121
H: -0.03021 1.70451 2.51724
H: -1.36389 2.37516 1.55590
H: -2.31384 0.45910 1.33670
O: -0.97452 -2.19422 2.08059
H: -1.16710 -1.84740 1.18825
H: -0.06321 -2.51568 2.08926
O: 1.05361 1.63862 -2.93794
H: 0.44675 0.97752 -2.57981
H: 1.91181 1.71495 -2.47733

<D>
Here is a molecular structure, C5H12O3 from the Open Molecules 2025 dataset. Energies are from ωB97M-V with the def2-TZVPD basis set.

The LUMO energy comes out at 0.0235 Ha. As for the total charge: 0.

Cartesian coordinates (Å):
C: -0.34447 0.38472 1.19786
C: -1.56988 1.24745 1.06775
C: -0.71232 -1.08419 -1.13775
C: 0.09796 0.10544 -0.69637
O: -0.49868 -0.80931 1.90244
O: 0.16174 1.17853 -1.32573
H: -1.41184 -1.11830 1.84808
H: 0.48584 0.93285 1.64941
H: -1.36426 2.08998 0.40741
H: -2.40693 0.68304 0.64597
H: -1.87285 1.61907 2.05078
H: -1.76038 -0.80091 -1.25777
H: -0.63700 -1.93267 -0.45704
H: -0.34341 -1.41319 -2.11066
C: 2.07010 -0.53129 -0.60503
O: 2.72962 0.61851 -0.94451
H: 2.04252 1.19232 -1.37050
H: 2.47901 -0.98910 0.29881
H: 1.96265 -1.26575 -1.40827
H: 0.89259 -0.10720 0.24512

The winner here is <C>, beating the second structure by 0.0087 hartree.